i) Density functional theory data (ωB97M-V/def2-TZVPD) for C5H7Br in the gas phase.

Calculated values
LUMO level   0.851 eV
Charge   0
HOMO-LUMO gap   10.51 eV
Structure (SMILES)   CCC#CCBr

Each atom is followed by the atoms it is bonded to, with distances in Å.
CARTESIAN COORDINATES (ANGSTROEM)
1 C -1.06 -1.38 1.35  C2 1.486, H7 1.058, H8 1.144, H9 1.047
2 C -1.07 -1.00 -0.09  C1 1.486, C3 1.419, H10 1.099, H11 1.169
3 C -0.10 0.01 -0.32  C2 1.419, C4 1.207
4 C 0.79 0.80 -0.52  C3 1.207, C5 1.454
5 C 1.62 1.85 -1.09  C4 1.454, Br6 1.949, H12 1.065, H13 1.092
6 Br 3.05 2.55 0.04  C5 1.949
7 H -0.82 -0.59 2.01  C1 1.058
8 H -2.10 -1.70 1.68  C1 1.144
9 H -0.30 -2.10 1.45  C1 1.047
10 H -2.11 -0.73 -0.33  C2 1.099
11 H -0.98 -1.91 -0.81  C2 1.169
12 H 0.97 2.65 -1.34  C5 1.065
13 H 2.10 1.55 -2.02  C5 1.092

Here are the Löwdin charges for atoms 1 to 2, given in e: -0.120, -0.297

ii) Density functional theory data (ωB97M-V/def2-TZVPD) for C5H7Br in the gas phase.

Calculated values
LUMO level   0.652 eV
Charge   0
HOMO-LUMO gap   10.46 eV
Structure (SMILES)   C#CC(C)(C)Br

Each atom is followed by the atoms it is bonded to, with distances in Å.
CARTESIAN COORDINATES (ANGSTROEM)
1 C -0.16 2.54 0.08  C2 1.209, H7 1.087
2 C 0.09 1.36 0.02  C1 1.209, C3 1.482
3 C 0.28 -0.11 0.07  C2 1.482, C4 1.529, C5 1.490, Br6 2.055
4 C -0.07 -0.78 -1.26  C3 1.529, H8 1.162, H9 1.071, H10 1.103
5 C -0.26 -0.73 1.31  C3 1.490, H11 1.139, H12 1.124, H13 1.120
6 Br 2.33 -0.29 0.00  C3 2.055
7 H -0.52 3.55 -0.12  C1 1.087
8 H -0.17 -1.93 -1.16  C4 1.162
9 H -1.06 -0.68 -1.66  C4 1.071
10 H 0.56 -0.56 -2.14  C4 1.103
11 H 0.34 -1.69 1.42  C5 1.139
12 H 0.00 -0.15 2.23  C5 1.124
13 H -1.36 -0.53 1.22  C5 1.120

Here are the Löwdin charges for atoms 1 to 2, given in e: 0.124, -0.200

Stability check: which of them is least stable? ii).

i) Density functional theory data (ωB97M-V/def2-TZVPD) for a 5-piece molecular cluster, C3H15NO4 overall.

Calculated values
LUMO level   0.348 eV
Charge   0
HOMO-LUMO gap   8.17 eV
Structure (SMILES)   C=CNC.O.O.O.O

Each atom is followed by the atoms it is bonded to, with distances in Å.
CARTESIAN COORDINATES (ANGSTROEM)
1 C -1.95 1.97 -1.47  C2 1.332, H5 1.084, H6 1.058
2 C -2.30 0.92 -0.73  C1 1.332, N3 1.358, H7 1.082
3 N -1.57 0.16 0.12  C2 1.358, C4 1.440, H8 1.013
4 C -1.78 -1.27 0.16  N3 1.440, H9 1.102, H10 1.091, H11 1.110
5 H -0.95 2.39 -1.42  C1 1.084
6 H -2.58 2.40 -2.21  C1 1.058
7 H -3.27 0.46 -0.89  C2 1.082
8 H -0.64 0.46 0.38  N3 1.013
9 H -1.77 -1.90 -0.74  C4 1.102
10 H -0.98 -1.71 0.75  C4 1.091
11 H -2.79 -1.55 0.54  C4 1.110
12 O 2.24 -1.07 -2.40  H13 0.962, H14 0.958
13 H 2.05 -1.98 -2.16  O12 0.962
14 H 3.11 -0.78 -2.11  O12 0.958
15 O 1.38 -2.23 0.32  H16 0.966, H17 0.969
16 H 2.21 -2.03 -0.14  O15 0.966
17 H 1.10 -1.31 0.38  O15 0.969
18 O 1.96 -0.35 2.44  H19 0.973, H20 0.964
19 H 2.69 -0.98 2.31  O18 0.973
20 H 2.35 0.51 2.60  O18 0.964
21 O 0.32 2.31 1.13  H22 0.971, H23 0.972
22 H 0.20 2.97 1.84  O21 0.971
23 H -0.43 2.64 0.61  O21 0.972

Here are the Löwdin charges for atoms 1 to 2, given in e: -0.019, -0.263

ii) Density functional theory data (ωB97M-V/def2-TZVPD) for a 4-piece molecular cluster, C3H15NO4 overall.

Calculated values
LUMO level   0.330 eV
Charge   0
HOMO-LUMO gap   10.38 eV
Structure (SMILES)   C[C@H](O)CN.O.O.O

Each atom is followed by the atoms it is bonded to, with distances in Å.
CARTESIAN COORDINATES (ANGSTROEM)
1 C 0.78 1.88 1.18  C2 1.540, H6 1.102, H7 1.105, H8 1.089
2 C 0.32 0.56 0.54  C1 1.540, O3 1.347, C4 1.539, H9 1.072
3 O 1.01 0.36 -0.60  C2 1.347, H10 0.995
4 C -1.22 0.42 0.50  C2 1.539, N5 1.427, H11 1.108, H12 1.038
5 N -1.64 -0.77 -0.17  C4 1.427, H13 1.027, H14 1.016
6 H 0.17 2.08 2.08  C1 1.102
7 H 1.80 1.93 1.62  C1 1.105
8 H 0.79 2.77 0.56  C1 1.089
9 H 0.67 -0.13 1.27  C2 1.072
10 H 0.97 -0.62 -0.76  O3 0.995
11 H -1.73 0.53 1.47  C4 1.108
12 H -1.72 1.18 0.00  C4 1.038
13 H -2.66 -0.73 -0.24  N5 1.027
14 H -1.32 -1.61 0.29  N5 1.016
15 O 2.40 -4.68 3.18  H16 1.011, H17 0.977
16 H 1.45 -4.70 2.82  O15 1.011
17 H 2.31 -4.31 4.08  O15 0.977
18 O -0.45 3.31 -3.80  H19 0.922, H20 1.003
19 H -0.61 2.79 -3.05  O18 0.922
20 H -0.49 4.27 -3.52  O18 1.003
21 O 0.03 -1.76 -2.48  H22 0.916, H23 0.994
22 H -0.36 -1.41 -3.24  O21 0.916
23 H -0.49 -1.37 -1.73  O21 0.994

Here are the Löwdin charges for atoms 1 to 2, given in e: -0.049, -0.491

Stability check: which of them is least stable? i).

i) Density functional theory data (ωB97M-V/def2-TZVPD) for C2H2INO in the gas phase.

Calculated values
LUMO level   -0.238 eV
Charge   0
HOMO-LUMO gap   9.70 eV
Structure (SMILES)   [H]/N=C/C(=O)I

Each atom is followed by the atoms it is bonded to, with distances in Å.
CARTESIAN COORDINATES (ANGSTROEM)
1 H 2.10 -0.55 -0.76  N2 1.017
2 N 1.27 0.04 -0.76  H1 1.017, C3 1.250
3 C 0.44 -0.16 0.15  N2 1.250, C4 1.475, H7 1.099
4 C -0.81 0.62 0.16  C3 1.475, O5 1.173, I6 2.187
5 O -1.02 1.77 0.21  C4 1.173
6 I -2.46 -0.81 0.05  C4 2.187
7 H 0.49 -0.92 0.94  C3 1.099

Here are the Löwdin charges for atoms 1 to 2, given in e: 0.069, 0.140

ii) Density functional theory data (ωB97M-V/def2-TZVPD) for C2H2INO in the gas phase.

Calculated values
LUMO level   -0.328 eV
Charge   0
HOMO-LUMO gap   9.79 eV
Structure (SMILES)   N#C[C@@H](O)I

Each atom is followed by the atoms it is bonded to, with distances in Å.
CARTESIAN COORDINATES (ANGSTROEM)
1 N -0.74 3.26 -0.12  C2 1.139
2 C -0.79 2.14 0.08  N1 1.139, C3 1.426
3 C -0.65 0.72 -0.02  C2 1.426, O4 1.415, I5 2.187, H6 1.144
4 O 0.08 0.07 1.00  C3 1.415, H7 0.922
5 I -2.64 -0.19 0.02  C3 2.187
6 H -0.48 0.44 -1.11  C3 1.144
7 H 0.27 -0.82 0.91  O4 0.922

Here are the Löwdin charges for atoms 1 to 2, given in e: 0.188, -0.300

Stability check: which of them is least stable? ii).

i) Density functional theory data (ωB97M-V/def2-TZVPD) for CH3NOS2 in the gas phase.

Calculated values
LUMO level (alpha / beta)   -0.031 / -3.322 eV
Spin multiplicity   3
Charge   0
HOMO-LUMO gap (alpha / beta)   6.03 / 6.11 eV

Each atom is followed by the atoms it is bonded to, with distances in Å.
CARTESIAN COORDINATES (ANGSTROEM)
1 C -0.25 -0.22 -0.94  N2 1.373, S4 1.921, H6 1.128, H7 1.060
2 N 0.71 -0.57 -0.03  C1 1.373, S5 1.959, H8 1.025
3 O 0.47 0.89 2.31  S5 1.438
4 S -1.54 0.71 0.13  C1 1.921, S5 2.155
5 S -0.25 -0.14 1.62  N2 1.959, O3 1.438, S4 2.155
6 H -0.07 0.49 -1.80  C1 1.128
7 H -0.66 -1.11 -1.35  C1 1.060
8 H 1.59 -0.04 0.06  N2 1.025

Here are the Löwdin charges for atoms 1 to 2, given in e: -0.625, -0.255

ii) Density functional theory data (ωB97M-V/def2-TZVPD) for CH3NOS2 in the gas phase.

Calculated values
LUMO level (alpha / beta)   0.233 / -3.275 eV
Spin multiplicity   3
Charge   0
HOMO-LUMO gap (alpha / beta)   6.46 / 6.04 eV

Each atom is followed by the atoms it is bonded to, with distances in Å.
CARTESIAN COORDINATES (ANGSTROEM)
1 C -0.84 0.55 0.13  N2 1.422, S4 1.840, H6 1.105, H7 1.150
2 N -0.34 -0.74 0.45  C1 1.422, S5 1.867, H8 1.031
3 O 2.18 -0.98 -0.84  S5 1.487
4 S 0.70 1.51 -0.17  C1 1.840, S5 2.166
5 S 1.50 -0.43 0.36  N2 1.867, O3 1.487, S4 2.166
6 H -1.36 0.55 -0.84  C1 1.105
7 H -1.26 1.10 1.05  C1 1.150
8 H -0.58 -1.56 -0.13  N2 1.031

Here are the Löwdin charges for atoms 1 to 2, given in e: -0.617, -0.313

Stability check: which of them is least stable? i).

i) Density functional theory data (ωB97M-V/def2-TZVPD) for an isolated ion of composition C2H2FO2S and charge -1.

Calculated values
LUMO level   3.748 eV
Charge   -1
HOMO-LUMO gap   8.29 eV
Structure (SMILES)   O=C([O-])[C@H](F)S

Each atom is followed by the atoms it is bonded to, with distances in Å.
CARTESIAN COORDINATES (ANGSTROEM)
1 O 1.15 1.23 -0.90  C2 1.245
2 C 1.60 0.28 -0.23  O1 1.245, O3 1.196, C4 1.565
3 O 2.72 0.08 0.12  C2 1.196
4 C 0.54 -0.83 0.05  C2 1.565, F5 1.325, S6 2.128, H7 1.035
5 F 0.71 -1.96 -0.63  C4 1.325
6 S -1.32 0.04 -0.51  C4 2.128, H8 1.397
7 H 0.19 -1.09 0.99  C4 1.035
8 H -0.36 1.01 -0.81  S6 1.397

Here are the Löwdin charges for atoms 1 to 2, given in e: -0.112, -0.758

ii) Density functional theory data (ωB97M-V/def2-TZVPD) for a 2-piece molecular cluster, C2H2FO2S overall.

Calculated values
LUMO level (alpha / beta)   3.349 / 3.349 eV
Charge   -1
HOMO-LUMO gap (alpha / beta)   7.94 / 7.94 eV

Each atom is followed by the atoms it is bonded to, with distances in Å.
CARTESIAN COORDINATES (ANGSTROEM)
1 C 1.27 -0.21 0.62  C2 1.552, O3 1.216, O4 1.280
2 C 0.13 0.21 -0.35  C1 1.552, F5 1.368, H7 1.083
3 O 1.12 -0.54 1.78  C1 1.216
4 O 2.26 -0.12 -0.19  C1 1.280
5 F 0.01 1.54 -0.66  C2 1.368
6 S -2.45 0.13 -0.48  H8 1.270
7 H -0.03 -0.38 -1.24  C2 1.083
8 H -2.32 -0.63 0.52  S6 1.270

Here are the Löwdin charges for atoms 1 to 2, given in e: -0.694, -0.099

Stability check: which of them is least stable? ii).

i) Density functional theory data (ωB97M-V/def2-TZVPD) for C2H2Cl2O2S in the gas phase.

Calculated values
LUMO level   -0.590 eV
Charge   0
HOMO-LUMO gap   10.03 eV
Structure (SMILES)   O=S(=O)(Cl)/C=C/Cl

Each atom is followed by the atoms it is bonded to, with distances in Å.
CARTESIAN COORDINATES (ANGSTROEM)
1 O -0.76 1.40 0.96  S2 1.395
2 S -0.52 0.04 1.17  O1 1.395, O3 1.442, Cl4 2.062, C5 1.776
3 O -0.06 -0.37 2.48  S2 1.442
4 Cl -2.30 -0.93 0.82  S2 2.062
5 C 0.49 -0.59 -0.15  S2 1.776, C6 1.419, H8 1.144
6 C 0.52 0.38 -1.19  C5 1.419, Cl7 1.686, H9 1.109
7 Cl 1.41 0.22 -2.61  C6 1.686
8 H 1.08 -1.55 -0.32  C5 1.144
9 H 0.14 1.42 -1.16  C6 1.109

Here are the Löwdin charges for atoms 1 to 2, given in e: -0.332, 0.293

ii) Density functional theory data (ωB97M-V/def2-TZVPD) for a 2-piece molecular cluster, C2H2Cl2O2S overall.

Calculated values
LUMO level (alpha / beta)   -2.509 / -2.512 eV
Charge   0
HOMO-LUMO gap (alpha / beta)   7.94 / 7.93 eV

Each atom is followed by the atoms it is bonded to, with distances in Å.
CARTESIAN COORDINATES (ANGSTROEM)
1 C 0.76 0.47 0.29  C2 1.274, H8 1.098
2 C -0.49 0.23 0.32  C1 1.274, Cl6 1.801, H9 1.108
3 O -0.51 -0.89 -2.18  S5 1.516
4 O 1.95 -1.62 -2.06  S5 1.447
5 S 0.96 -0.56 -2.02  O3 1.516, O4 1.447, Cl7 2.076
6 Cl -1.64 0.58 1.66  C2 1.801
7 Cl 1.44 0.76 -3.55  S5 2.076
8 H 1.72 0.67 0.77  C1 1.098
9 H -0.97 -0.20 -0.59  C2 1.108

Here are the Löwdin charges for atoms 1 to 2, given in e: 0.048, -0.611

Stability check: which of them is least stable? ii).